1.
{
  "formula": "C7H13NO3S",
  "method": "the ωB97M-V functional and the def2-TZVPD basis",
  "elements": ["C", "C", "C", "C", "C", "C", "C", "N", "O", "O", "O", "S", "H", "H", "H", "H", "H", "H", "H", "H", "H", "H", "H", "H", "H"],
  "coordinates": [[-2.81735, -0.01512, 0.26119], [1.68004, -0.34425, 1.45211], [2.54494, 0.34538, 0.35796], [0.22053, 0.00147, 1.14529], [2.17130, -0.26446, -1.00133], [-0.08951, -0.49684, -0.33646], [-1.91654, 0.07036, -0.90807], [-1.89676, 1.28112, -1.57156], [-3.42784, 1.14988, 0.47339], [-2.98407, -0.99055, 0.97552], [0.74880, 0.04522, -1.22492], [-0.16469, -2.27711, -0.42956], [2.00931, -1.38429, 1.55948], [1.88033, -0.00495, 2.50084], [2.46942, 1.54175, 0.39474], [3.59623, 0.30135, 0.52209], [-0.41123, -0.53732, 2.00202], [0.13843, 1.10145, 1.03688], [2.89465, 0.03726, -1.80268], [2.31692, -1.39410, -0.87481], [-2.19466, -0.78053, -1.66164], [-3.29835, 1.86222, -0.26256], [-1.35726, 1.08302, -2.36135], [-1.58246, 2.19045, -1.07873], [-0.53018, -2.52139, 0.83216]],
  "forces_ev_per_a": [[1.8, -0.1, -2.1], [1.2, 1.5, 0.7], [-0.5, 2.2, 0.3], [-1.2, -1.9, 0.0], [0.9, -0.8, 1.2], [3.4, -2.2, 3.8], [-6.2, -1.1, -0.6], [0.9, 1.7, 1.6], [-1.1, 3.4, 0.0], [-0.1, -0.2, 0.2], [1.5, 0.2, -1.8], [-0.2, 0.2, -0.5], [-0.8, -0.2, -0.7], [0.1, 0.4, -0.9], [-0.6, -2.4, -0.3], [1.0, -0.8, 0.2], [0.7, 1.7, -2.2], [-0.2, -0.5, 0.8], [-1.4, 0.2, 0.3], [-0.5, 1.4, -0.4], [1.5, 1.3, 1.4], [-0.4, -2.5, 1.8], [0.9, 0.7, -1.9], [-0.3, -2.3, -0.9], [-0.2, 0.1, 0.0]],
  "total_charge": 0,
  "relative_energy_kj_mol": 64.59,
  "orbital_gap_ha": [0.181, 0.258],
  "multiplicity": 3,
  "e_lumo_ev": [0.5530, -2.3199],
  "max_force_ev_per_a": 6.38,
  "homo_energy_ev": [-4.38, -9.35]
}

2.
{
  "formula": "C7H13NOS",
  "method": "the ωB97M-V functional and the def2-TZVPD basis",
  "elements": ["C", "S", "O", "C", "C", "N", "C", "C", "C", "C", "H", "H", "H", "H", "H", "H", "H", "H", "H", "H", "H", "H", "H"],
  "coordinates": [[2.21595, -1.31573, -0.44195], [2.04508, -2.43334, 0.85307], [1.11639, -3.46027, 0.41392], [1.12108, -1.47120, 2.06236], [0.42900, -0.40518, 1.58488], [0.44251, 0.06099, 0.36917], [-0.61878, 0.74362, -0.38976], [-0.12048, 0.76847, -1.87305], [-1.93984, -0.02332, -0.28537], [-0.86059, 2.06935, 0.35096], [1.90021, -1.73814, -1.39467], [3.10099, -0.71938, -0.44036], [1.29946, -1.45611, 3.05416], [-0.29042, 0.14439, 2.21715], [-0.89805, 1.36667, -2.39792], [0.79260, 1.33109, -1.90284], [-0.10726, -0.22528, -2.40946], [-2.17731, -0.57684, 0.70564], [-1.95209, -0.76889, -1.04773], [-2.60828, 0.81745, -0.56190], [-1.88232, 2.20090, 0.86403], [-0.18027, 2.23469, 1.11574], [-0.82760, 2.85607, -0.44606]],
  "forces_ev_per_a": [[-2.0, 0.2, 1.0], [-0.3, 1.2, 1.2], [-0.6, -1.6, -0.7], [0.6, 0.7, -2.9], [-1.2, 0.7, -1.0], [2.6, -0.8, -1.7], [0.4, -2.2, 1.7], [-2.2, 0.6, 0.3], [-0.4, 0.2, 0.4], [-2.3, 1.4, -2.0], [-0.2, 0.2, 0.2], [0.2, 0.7, 0.1], [0.9, -0.8, 3.1], [0.2, -0.6, 0.2], [0.5, -0.2, 0.0], [0.7, 0.0, -0.3], [0.3, 1.0, 1.1], [0.4, 1.5, -1.4], [-0.3, -0.7, -0.6], [-0.7, -1.2, 0.4], [1.3, -0.7, -1.0], [1.7, 0.5, 1.0], [0.2, -0.1, 1.0]],
  "total_charge": 0,
  "relative_energy_kj_mol": 516.46,
  "orbital_gap_ha": [0.261, 0.261],
  "smiles": "C=S(=O)=C/C=N/C(C)(C)C",
  "e_lumo_ev": [-0.9572, -0.9596],
  "max_force_ev_per_a": 3.36,
  "homo_energy_ev": [-8.05, -8.05]
}

3.
{
  "formula": "C7H13NOS2",
  "method": "the ωB97M-V functional and the def2-TZVPD basis",
  "elements": ["C", "O", "C", "C", "S", "N", "C", "C", "C", "S", "C", "H", "H", "H", "H", "H", "H", "H", "H", "H", "H", "H", "H", "H"],
  "coordinates": [[1.26483, 1.17892, 2.63246], [0.21002, 0.71561, 1.79089], [0.50262, 0.57510, 0.37693], [0.17235, 1.84360, -0.35740], [1.20362, 3.15266, -0.23631], [-0.90161, 1.93199, -1.23799], [-1.72028, 0.76488, -1.61024], [-1.69491, -0.30616, -0.48505], [-0.21140, -0.63299, -0.23465], [0.04520, -2.20319, 0.76576], [0.91969, -3.28789, -0.45751], [2.18900, 0.59058, 2.62971], [0.91085, 1.28672, 3.68128], [1.59550, 2.15525, 2.31547], [1.58196, 0.39711, 0.25184], [-0.98939, 2.80620, -1.73610], [-2.76939, 1.09011, -1.78476], [-1.35283, 0.37471, -2.55667], [-2.29165, -1.17988, -0.82498], [-2.20730, 0.04657, 0.41485], [0.24520, -0.80882, -1.24466], [1.82872, -2.78361, -0.76722], [1.15833, -4.26034, 0.02960], [0.31087, -3.44712, -1.35527]],
  "forces_ev_per_a": [[0.2, 0.6, 0.3], [-0.1, -0.5, -0.6], [0.5, -0.8, 1.0], [-0.5, 2.1, -2.0], [-0.5, -0.5, 0.1], [1.1, -1.4, 1.9], [-0.9, 0.5, 0.8], [0.0, -0.1, -0.9], [-0.3, -0.9, -0.1], [0.2, 0.4, -0.7], [-0.4, 0.2, 0.2], [-0.4, -0.6, -0.2], [-0.1, -0.4, -0.9], [-0.1, 0.6, -0.1], [-0.2, 0.2, 0.1], [0.1, -0.1, 0.1], [0.6, -0.1, 0.1], [0.1, -0.3, -0.1], [0.6, 0.4, 0.1], [0.3, 0.2, 0.0], [-0.2, 0.0, 0.8], [0.3, -0.1, 0.1], [-0.2, 0.8, -0.3], [0.0, -0.1, 0.3]],
  "total_charge": 0,
  "relative_energy_kj_mol": 17.24,
  "orbital_gap_ha": 0.323,
  "smiles": "CO[C@@H]1C(=S)NCC[C@@H]1SC",
  "e_lumo_ev": 0.5236,
  "max_force_ev_per_a": 2.91,
  "homo_energy_ev": -8.26
}

4.
{
  "formula": "C7H13NP2",
  "method": "the ωB97M-V functional and the def2-TZVPD basis",
  "elements": ["H", "P", "C", "C", "C", "C", "C", "P", "C", "N", "C", "H", "H", "H", "H", "H", "H", "H", "H", "H", "H", "H", "H"],
  "coordinates": [[1.26668, -2.98656, -1.55339], [-0.13660, -2.42360, -1.20888], [0.22354, -0.81600, -1.61391], [-0.77375, 0.22477, -1.85191], [-2.02486, 0.17873, -0.76606], [-1.46479, 0.72048, 0.60148], [-0.25033, -0.02545, 1.09745], [-0.71847, -1.58471, 1.94830], [1.00848, 0.43243, 1.19957], [1.55544, 1.53534, 0.56710], [2.83045, 1.57110, 0.35153], [1.19854, -0.45363, -1.93452], [-1.12331, 0.17055, -2.87752], [-0.33317, 1.18490, -1.90098], [-2.28067, -0.85989, -0.54772], [-2.82362, 0.79803, -1.20729], [-2.35523, 0.51548, 1.33884], [-1.20069, 1.66635, 0.50611], [-1.61193, -1.08526, 2.78821], [0.29341, -1.66675, 2.84639], [1.75583, -0.10610, 1.69292], [3.36733, 2.38068, -0.06176], [3.59772, 0.62912, 0.58604]],
  "forces_ev_per_a": [[-1.7, 0.7, 0.7], [2.1, 0.1, -1.2], [0.5, -1.5, -0.7], [-2.9, -0.3, 1.5], [2.9, 0.7, -1.0], [-2.6, -4.9, 0.0], [-0.3, 0.3, 1.6], [0.7, -1.0, -2.5], [-0.8, -0.1, -1.0], [1.8, 1.4, -1.0], [-0.4, -3.6, 1.4], [0.3, -0.6, 0.2], [-0.5, -0.6, -0.3], [0.6, 1.3, 0.8], [-0.5, 0.1, -0.7], [0.0, -0.5, 0.7], [1.8, 0.9, -1.0], [0.7, 4.6, -0.2], [-1.5, 1.0, 1.5], [1.1, 0.0, 0.9], [0.9, -1.4, 1.0], [-0.1, 1.1, -0.5], [-2.1, 2.0, -0.3]],
  "total_charge": 0,
  "relative_energy_kj_mol": 0.00,
  "orbital_gap_ha": 0.313,
  "smiles": "[H]/P=C/CCC/C(P)=C\\N=C",
  "e_lumo_ev": 0.2219,
  "max_force_ev_per_a": 5.55,
  "homo_energy_ev": -8.29
}